# C36H32O6S2Si

A 2-piece molecular cluster, C36H32O6S2Si overall at a distorted geometry (wB97M-V/def2-TZVPD, the Open Molecules 2025 dataset).

XYZ file:
```
77
C36H32O6S2Si (wB97M-V/def2-TZVPD)
C -1.0110 4.1083 -2.5314
H -0.6701 3.4401 -3.3213
C 1.4250 -0.9489 -0.4040
C -1.2461 5.4612 -2.7694
O 0.7161 -0.9339 0.6844
H 1.3757 3.0812 3.8204
C -1.6330 -2.1240 1.8947
H -3.1862 2.1504 0.3613
C -3.1048 2.8176 -5.5418
H 2.7374 2.5208 5.8404
H 2.8198 -1.6191 4.6121
O -0.6335 1.6460 0.3594
C -1.2084 3.5882 -1.2558
H -4.4448 1.0865 -0.5538
C 2.0485 -4.2943 1.7566
C -1.6449 6.2956 -1.7222
H -0.0834 -1.1733 -1.9494
H -0.4741 0.9145 -6.6475
C -1.8200 -3.5624 4.2929
H 2.3755 -1.1392 -3.4273
H 5.1306 -5.7888 1.6070
C 2.0988 -1.6401 -2.4798
C -0.5941 -3.0101 3.8979
H -1.5853 -1.5420 0.9685
C 2.8672 0.4168 5.3469
C 0.9635 -1.0820 -1.6810
C -2.7045 0.9285 -4.1012
C 1.7263 -0.2770 3.3062
H -1.8743 -4.1110 5.2346
H -1.6765 4.0122 0.8156
C -2.0275 2.4159 -6.3447
H -1.8182 7.3539 -1.9127
H -1.0988 5.8405 -3.7786
O -2.1373 -1.1527 -2.5622
H 3.8340 -2.5007 -1.4083
O -4.4507 -0.2287 -2.5303
C 2.5036 -0.5863 4.4360
C 1.6959 2.0513 3.9943
C -1.5811 4.4203 -0.1911
H 2.6927 -6.3185 1.3539
C 4.7643 -3.6930 2.0411
S -3.0287 -0.0084 -2.6007
H 4.0320 -0.7933 -1.8814
C -1.8075 5.7769 -0.4344
H 3.4675 0.1510 6.2213
C -2.8558 -2.6870 2.2867
C 2.4371 -2.9752 2.0334
C -3.4302 1.3841 -0.3548
H -3.9015 -3.8512 3.7863
S -0.9578 1.8205 -1.0312
H 4.1201 -1.6802 2.4609
H 0.9873 -4.5424 1.6792
H -4.3052 2.3453 -3.7951
C -2.5312 1.0777 -1.3109
C 2.4618 1.7402 5.1268
C -1.6477 0.5111 -4.9003
H -3.6832 3.7087 -5.8041
H -1.1121 -0.3994 -4.6340
C -3.4556 2.0646 -4.4180
C 3.0128 -5.2996 1.5891
C 4.3755 -5.0039 1.7284
C 3.3081 -1.5501 -1.5654
H -1.7605 2.9929 -7.2349
H -2.1055 6.4230 0.3926
O -0.0815 1.3651 -2.1022
C -2.9509 -3.4113 3.4813
O 2.7440 -1.1261 -0.2620
H 0.7326 1.3113 2.2101
C -0.4877 -2.3073 2.6860
H -3.7321 -2.5568 1.6503
C -1.3028 1.2617 -6.0251
C 3.7995 -2.6906 2.1986
H 1.9733 -2.7190 -2.6718
H 5.8206 -3.4399 2.1709
H 0.2915 -3.1226 4.5330
C 1.3353 1.0479 3.0844
Si 1.1717 -1.6417 2.1961
```

For the strongest force on any atom, the calculation gives 3.90 eV Å⁻¹. The calculation puts the relative energy (zero: lowest compared OMol25 entry of this formula, charge and spin) at 0.0 kJ/mol. As for the net charge: 0. Its spin multiplicity is 1. Its SMILES is C1=C(O[Si](c2ccccc2)(c2ccccc2)c2ccccc2)OCC1.C=C(S(=O)(=O)c1ccccc1)S(=O)(=O)c1ccccc1. For the energy, the calculation gives -79682.576 eV. The calculation puts the HOMO energy at -6.71 eV.

---

# C2IN2O

C2IN2O as an isolated structure at a distorted geometry (wB97M-V/def2-TZVPD, the Open Molecules 2025 dataset).

XYZ file:
```
6
C2IN2O (wB97M-V/def2-TZVPD)
N 0.1692 0.9633 -0.0076
O 0.0256 -1.1956 -0.0028
I -2.6827 0.0304 0.0008
C -0.6086 -0.1291 -0.0046
C 1.6692 -0.4395 0.0072
N 1.4273 0.7705 0.0071
```

For the strongest force on any atom, the calculation gives 5.18 eV Å⁻¹. The calculation puts the relative energy (zero: lowest compared OMol25 entry of this formula, charge and spin) at 429.0 kJ/mol. As for the net charge: +1. Its spin multiplicity is 1. For the energy, the calculation gives -15186.284 eV. The calculation puts the HOMO energy (alpha / beta) at -16.03 / -16.03 eV.

---

# C22H27ClIrOP

C22H27ClIrOP as an isolated structure at a distorted geometry (wB97M-V/def2-TZVPD, the Open Molecules 2025 dataset).

XYZ file:
```
53
C22H27ClIrOP (wB97M-V/def2-TZVPD)
H -2.1439 -3.0092 -5.9197
C 0.3548 4.0905 -2.2614
C 4.0399 -0.8073 -4.6025
C -3.8405 -1.2216 -3.5637
C -1.4568 -0.6722 -3.5285
C -2.5863 -1.2604 1.0004
Ir 0.0122 -1.1811 -0.7655
H -2.2062 -3.3588 1.3219
C -1.7359 -2.3877 1.5229
C -0.3958 1.8363 -2.7151
C 2.6031 -0.8037 -2.6637
C -0.5506 4.5894 -3.2083
H -0.2150 -1.8654 -4.8041
C -3.6176 -2.0802 -4.6556
H -2.1850 4.0737 -4.5551
H 1.1475 2.2756 -1.2994
H 0.8912 -2.4044 -1.3500
H 1.5739 -2.8371 2.8798
H -0.0522 -4.3015 1.7705
H 3.2254 0.1809 -6.3416
C 3.0481 -0.1282 -5.3211
C 1.7221 -3.0214 1.8084
C 3.8065 -1.1728 -3.2829
Cl 0.8891 0.4827 0.5982
P -0.0497 0.0249 -2.5603
H 1.0251 0.6746 -5.2731
O -0.4467 -2.3663 0.9156
H -3.3596 -1.6503 0.3282
C -1.4387 3.7218 -3.8427
C -1.3658 2.3494 -3.5910
H -4.8505 -1.0716 -3.1650
H -1.9398 -0.5239 0.4763
C 1.5752 -0.2212 -3.3990
C -2.3168 -2.2943 -5.1129
C 0.4349 -3.5207 1.1570
H 2.4039 -1.0168 -1.6076
H -2.0515 1.6813 -4.1098
H 2.5124 -3.7786 1.6953
H -1.0193 -2.0929 -1.5781
H 4.5217 -1.7649 -2.7125
C -1.2379 -1.6260 -4.5332
H -1.5875 -2.3226 2.6094
H -0.5576 5.6616 -3.4403
H -4.4606 -2.6042 -5.1135
C 1.8089 0.1541 -4.7290
H -2.8989 0.0860 -2.0961
H 1.0231 4.7749 -1.7283
C -2.7566 -0.5291 -2.9978
H -3.0518 -0.7428 1.8457
H 2.0552 -2.0919 1.3256
H 0.6487 -3.9328 0.1541
C 0.4471 2.7143 -2.0048
H 4.9882 -1.0717 -5.0824
```

For the strongest force on any atom, the calculation gives 4.26 eV Å⁻¹. The calculation puts the relative energy (zero: lowest compared OMol25 entry of this formula, charge and spin) at 60.1 kJ/mol. As for the net charge: +2. Its spin multiplicity is 5. For the energy, the calculation gives -49927.917 eV. The calculation puts the HOMO energy (alpha / beta) at -12.88 / -15.02 eV.

---

# C17H45N2O6P

A 4-piece molecular cluster, C17H45N2O6P overall (wB97M-V/def2-TZVPD, the Open Molecules 2025 dataset).

XYZ file:
```
71
C17H45N2O6P (wB97M-V/def2-TZVPD)
C -0.1786 -1.2780 -2.7239
N 2.6339 -2.2046 -0.1644
H -5.8319 1.5457 -4.4812
H 1.9767 -0.3641 -1.7851
H -1.0700 -0.1451 3.7719
C -5.0902 2.0154 -3.8339
C 3.8912 0.4348 5.7622
H -3.1554 -1.1921 -5.9643
H -2.3707 4.3273 1.9540
H -2.2013 -2.3943 0.0361
H 3.0906 -1.6774 -4.3093
C -3.7103 1.4042 -4.0053
C -1.6673 4.0046 2.7227
C -4.4578 -0.8671 -4.2725
C -1.8147 1.0887 2.1581
C 3.7016 -0.2617 7.0984
H -0.0673 -0.3961 -3.3529
H 4.1559 -1.8219 -1.6089
O -2.7810 1.8130 2.9029
O 0.2233 -0.6633 -0.0632
C -0.6837 0.5008 2.9809
C 2.2245 -1.2438 -2.3914
H 2.4735 -3.1574 0.1319
H -4.4450 -0.0231 -6.2817
H -4.8222 -1.7400 -6.1995
H -1.5850 2.6342 4.3863
H 3.3181 0.4512 7.8297
H 2.8702 1.6007 -3.2323
C 2.0891 1.4127 -3.9745
H -0.0602 1.2699 3.4415
H -2.3769 0.2848 1.6822
N -1.6573 -2.3907 -0.8192
H -5.0548 3.0753 -4.0903
H 2.9366 0.8433 5.4105
H 4.3871 -2.0204 3.6452
H -0.0494 -0.0902 2.3197
O -3.6214 0.0526 -3.5945
H -3.1704 3.3464 4.1126
H 1.7172 -0.8657 4.6420
C 3.1143 -2.1477 -1.5528
H -1.3961 4.8701 3.3293
H -0.7607 3.6492 2.2317
C 3.7743 -1.5520 4.4166
H 3.0638 -3.1482 -1.9856
H -5.5143 -0.6445 -4.0818
H 0.9889 -1.2671 -0.1427
H 3.8778 -0.3529 -3.4229
H 1.9256 -2.2353 3.5596
H -0.9615 -3.1275 -0.7432
H -3.3711 1.5191 -5.0419
H 2.2327 2.0944 -4.8121
H -4.2421 -1.8262 -3.8008
C -2.2939 2.9397 3.6071
O 2.1525 0.0860 -4.4722
H 4.6503 -0.6559 7.4647
C -4.2015 -0.9537 -5.7673
P -1.0252 -0.8245 -1.1217
H 1.1207 1.6164 -3.5103
O 4.4862 -0.3771 4.7639
H 2.4042 -0.6143 3.0344
H 3.2936 -1.8064 0.4897
H -1.4049 1.7024 1.3486
H 2.9874 -1.0836 7.0366
H -0.8871 -1.9417 -3.2193
H 3.7370 -2.2482 5.2627
H -5.4245 1.9206 -2.8001
C 2.3749 -1.2959 3.8860
C 2.9077 -0.8031 -3.6800
H 4.5776 1.2742 5.8740
O 1.0394 -2.0011 -2.6198
H -2.9926 1.9258 -3.3709
```

For the strongest force on any atom, the calculation gives 0.46 eV Å⁻¹. As for the net charge: 0. Its spin multiplicity is 1. Its SMILES is COC[C@H](CN)OCP(N)O.CCOCC.CCOCC.CCOCC. For the energy, the calculation gives -42911.501 eV. The calculation puts the HOMO energy at -8.29 eV.

---

# C2H7N2OS

A 2-piece molecular cluster, C2H7N2OS overall at a distorted geometry (wB97M-V/def2-TZVPD, the Open Molecules 2025 dataset).

XYZ file:
```
13
C2H7N2OS (wB97M-V/def2-TZVPD)
H -2.9380 -0.8067 0.3126
N 0.7126 1.5231 -0.4293
O -0.9070 -0.7714 -0.2590
H 1.8704 -1.2113 -0.8939
H 1.5672 1.9830 -0.7049
C -2.1417 -0.1677 -0.0635
H -2.7025 0.0920 -1.1016
H 2.5074 -0.6782 0.5914
H -2.1059 0.6609 0.6326
N 1.6546 -0.8368 -0.0437
S 0.6847 1.4248 1.4319
H 1.1012 -1.5086 0.4072
C 0.6969 0.2969 0.1203
```

For the strongest force on any atom, the calculation gives 5.44 eV Å⁻¹. The calculation puts the relative energy (zero: lowest compared OMol25 entry of this formula, charge and spin) at 504.0 kJ/mol. As for the net charge: +1. Its spin multiplicity is 1. For the energy, the calculation gives -18038.363 eV. The calculation puts the HOMO energy at -13.74 eV.